88
Properties=species:S:1:pos:R:3:lowdin_charge:R:1 method="wB97M-V/def2-TZVPD" homo_ev=-8.87 smiles="NC(N)=O.NC(N)=O.NC(N)=O.NC(N)=O.NC(N)=O.NC(N)=O.NC(N)=O.NC(N)=O.NC(N)=O.NC(N)=O.NC(N)=O" homo_lumo_gap_ha=0.32188 e_lumo_ev=-0.106 e_tot_ha=-2478.22327 relative_energy_kcal_mol=64.7
C 25.44048 -4.86957 -4.41785 -0.693
O 24.70833 -5.85848 -4.24990 -0.033
N 25.70150 -4.10132 -3.34552 0.193
N 26.01327 -4.52591 -5.57854 0.220
H 25.08330 -4.17672 -2.55001 0.074
H 26.22544 -3.24237 -3.43686 0.084
H 26.71225 -3.80830 -5.61388 0.047
H 25.88740 -5.18970 -6.32738 0.075
C 22.16723 -3.65751 -2.67992 -0.635
O 22.94876 -3.94568 -1.77517 0.014
N 21.64672 -4.60409 -3.49260 0.158
N 21.69953 -2.40497 -2.91183 0.184
H 20.69221 -4.56327 -3.80258 0.103
H 22.18027 -5.45850 -3.52963 0.095
H 22.34353 -1.72596 -2.51992 0.080
H 21.24970 -2.28355 -3.80116 0.099
C 26.63550 -2.74708 -0.14906 -0.689
O 27.00679 -1.64967 -0.56473 -0.014
N 27.23645 -3.91552 -0.45094 0.149
N 25.35889 -2.97628 0.23398 0.169
H 28.15052 -3.88884 -0.87067 0.095
H 26.86504 -4.83176 -0.27141 0.094
H 24.57430 -2.37195 0.04093 0.063
H 25.10050 -3.93804 0.41988 0.035
C 23.85914 0.06171 -1.08117 -0.677
O 23.57213 -0.43850 0.00080 0.026
N 23.49516 1.33184 -1.38333 0.159
N 24.33326 -0.71184 -2.08865 0.158
H 23.43416 1.97045 -0.61123 0.111
H 23.59073 1.58294 -2.35182 0.095
H 24.59760 -0.35168 -2.99183 0.106
H 24.82565 -1.55423 -1.83603 0.068
C 26.56522 -7.55961 -7.43041 -0.680
O 27.12696 -8.32386 -6.65117 0.017
N 25.24454 -7.42654 -7.64185 0.182
N 27.26945 -6.64774 -8.17489 0.149
H 24.54105 -7.85743 -7.06933 0.113
H 24.98258 -6.61958 -8.18751 0.063
H 28.25419 -6.54650 -8.32403 0.082
H 26.71206 -5.96153 -8.65412 0.045
C 21.89135 -5.59743 -7.53990 -0.676
O 22.16744 -5.84346 -8.72701 -0.006
N 22.64921 -4.78903 -6.75489 0.186
N 20.71864 -6.04873 -7.04197 0.156
H 23.49134 -4.48616 -7.21668 0.070
H 22.34590 -4.62462 -5.81116 0.063
H 20.38113 -5.48128 -6.28155 0.083
H 20.13057 -6.72446 -7.49033 0.110
C 27.80130 -1.26486 -5.43737 -0.682
O 27.34770 -0.14691 -5.16829 0.009
N 28.32811 -2.14692 -4.53638 0.159
N 27.61864 -1.86403 -6.62581 0.149
H 28.58889 -1.77557 -3.63644 0.114
H 28.79495 -2.96245 -4.90269 0.074
H 27.34662 -1.27323 -7.39052 0.100
H 27.87562 -2.84011 -6.61219 0.032
C 24.08002 -6.51354 0.02195 -0.656
O 24.29465 -5.49625 0.68343 -0.001
N 24.38662 -7.77286 0.42266 0.152
N 23.71634 -6.48088 -1.29556 0.155
H 24.56270 -7.98632 1.38884 0.105
H 24.51365 -8.48792 -0.26911 0.091
H 23.47789 -5.47599 -1.38490 0.051
H 23.40185 -7.38636 -1.58480 0.096
C 27.47307 -8.32352 -3.29180 -0.713
O 28.28213 -9.22816 -3.09745 0.001
N 27.81076 -7.03959 -3.24028 0.174
N 26.17421 -8.53169 -3.64782 0.158
H 28.71270 -6.65654 -3.02496 0.102
H 27.15097 -6.31699 -3.47903 0.061
H 25.63891 -7.79213 -4.07691 0.054
H 25.79876 -9.43151 -3.41298 0.099
C 25.10261 -3.49811 -9.34684 -0.632
O 25.38836 -4.54819 -8.77962 0.001
N 25.88517 -2.42721 -9.52592 0.176
N 23.78833 -3.20630 -9.58533 0.162
H 26.76254 -2.48897 -9.03408 0.093
H 25.41798 -1.58181 -9.78894 0.109
H 23.38750 -2.46965 -10.13681 0.104
H 23.12577 -3.71676 -9.02301 0.064
C 30.00617 -5.10335 -6.58021 -0.625
O 29.07471 -4.33359 -6.75402 0.003
N 31.32765 -4.71375 -6.56012 0.148
N 30.00705 -6.47993 -6.48742 0.176
H 31.58162 -3.74196 -6.52176 0.108
H 31.94779 -5.49358 -6.61680 0.088
H 30.80547 -6.95446 -6.12211 0.106
H 29.08697 -6.84876 -6.68958 0.065



66
Properties=species:S:1:pos:R:3:nbo_charge:R:1 method="wB97M-V/def2-TZVPD" homo_ev=-8.04 homo_lumo_gap_ha=0.29054 e_lumo_ev=-0.131 e_tot_ha=-1271.34569 relative_energy_kcal_mol=1045.2
C -17.50225 -12.21571 -19.08531 -0.337
O -17.39820 -11.38627 -20.26093 -0.725
H -16.84112 -11.83304 -18.30776 0.189
H -18.48955 -12.19506 -18.62389 0.291
H -17.32289 -13.26182 -19.33345 0.198
H -16.48815 -11.40789 -20.56580 0.491
C -15.82824 -9.68896 -19.78146 -0.397
O -16.33742 -8.67566 -19.02952 -0.703
H -16.61846 -10.36828 -20.10110 0.260
H -15.50598 -9.14545 -20.66963 0.210
H -14.96039 -10.07615 -19.24759 0.173
H -15.60139 -8.26038 -18.57411 0.467
C -15.11570 -12.19614 -24.01343 -0.284
O -15.69546 -13.41045 -24.25822 -0.760
H -14.57208 -11.76371 -24.85343 0.180
H -15.69853 -11.41693 -23.52228 0.241
H -14.35235 -12.33685 -23.24818 0.139
H -15.07420 -14.14078 -24.30579 0.477
C -16.62649 -6.75941 -20.57816 -0.352
O -16.70939 -8.07332 -21.00237 -0.724
H -17.49562 -6.25674 -21.00249 0.198
H -16.75386 -6.65006 -19.50117 0.197
H -15.70529 -6.31448 -20.95437 0.239
H -16.38103 -8.76119 -20.41875 0.460
C -15.51280 -11.90760 -21.78714 -0.479
O -15.57187 -11.68892 -20.36189 -0.740
H -14.65146 -11.42154 -22.24533 0.263
H -15.30438 -12.95637 -21.99864 0.199
H -16.44534 -11.62016 -22.27278 0.324
H -14.80136 -12.06289 -19.92822 0.530
C -14.69724 -8.53528 -23.83740 -0.241
O -14.75480 -9.89273 -23.42448 -0.823
H -15.69107 -8.08790 -23.82122 0.192
H -14.03202 -7.96049 -23.19303 0.167
H -14.34073 -8.52512 -24.86740 0.144
H -15.63728 -10.25946 -23.33318 0.440
C -19.28180 -10.78828 -21.19705 -0.253
O -19.11181 -10.99898 -19.82750 -0.786
H -20.28768 -10.99777 -21.56094 0.157
H -19.13862 -9.74374 -21.47368 0.137
H -18.59335 -11.48351 -21.67745 0.177
H -18.22621 -11.33198 -19.66492 0.421
C -16.86157 -9.67387 -22.24523 -0.427
O -16.67411 -10.22533 -23.53632 -0.759
H -17.74562 -9.06448 -22.05759 0.264
H -16.90732 -10.54205 -21.58777 0.212
H -16.02165 -9.03270 -21.97775 0.284
H -17.58120 -10.44792 -23.75826 0.519
C -18.15855 -12.74781 -22.68717 -0.316
O -18.08998 -11.50139 -23.38752 -0.750
H -19.10063 -13.05604 -22.23377 0.203
H -17.78230 -13.49213 -23.38897 0.227
H -17.54220 -12.73581 -21.78824 0.201
H -18.00917 -11.69634 -24.32403 0.501
C -17.23530 -7.13286 -23.27160 -0.319
O -16.06201 -6.97338 -22.46762 -0.743
H -17.11673 -6.42115 -24.08862 0.192
H -17.42466 -8.07063 -23.79393 0.164
H -18.01353 -6.90572 -22.54300 0.176
H -16.47384 -7.16423 -21.62170 0.426
C -19.42073 -8.85253 -23.74367 -0.287
O -19.55183 -7.64671 -24.48569 -0.705
H -19.39430 -9.72846 -24.39185 0.144
H -18.56868 -8.97865 -23.07568 0.184
H -20.32127 -8.94092 -23.13596 0.195
H -18.76369 -7.59210 -25.03109 0.460